(i)
4 unconnected molecules or ions with the total composition C2H14N2O3, computed with wB97M-V/def2-TZVPD.

As for the SMILES: CNCN.O.O.O.

```
! wB97M-V def2-TZVPD RIJCOSX def2/J DEFGRID3
* xyz 0 1
C 2.572 1.664 -0.192
N 1.919 0.473 0.285
C 0.587 0.726 0.732
N 0.026 -0.491 1.349
H 3.635 1.530 -0.299
H 2.410 2.544 0.459
H 2.167 1.953 -1.170
H 2.447 0.144 1.082
H 0.449 1.593 1.415
H -0.127 0.969 -0.070
H 0.742 -1.013 1.845
H -0.761 -0.366 1.966
H 0.249 -2.547 -0.667
H 1.261 -3.680 -0.727
O 1.093 -2.829 -0.299
H -1.842 3.451 -1.364
H -2.247 3.004 -2.766
O -2.143 2.688 -1.865
H -3.710 -2.281 -0.420
H -2.926 -2.748 0.864
O -3.120 -2.002 0.279
*
```

And the Löwdin charges, in e, turn out to be: -0.15 -0.12 -0.35 0.00 0.07 0.07 0.08 0.10 0.10 0.11 0.05 0.06 0.02 0.03 -0.08 0.03 0.03 -0.06 0.02 0.04 -0.06

(ii)
4 unconnected molecules or ions with the total composition C2H14N2O3, computed with wB97M-V/def2-TZVPD.

As for the SMILES: NCCN.O.O.O.

```
! wB97M-V def2-TZVPD RIJCOSX def2/J DEFGRID3
* xyz 0 1
C -0.247 0.940 -1.039
C 0.185 -0.416 -1.609
N 1.367 -0.214 -2.491
N -1.704 1.042 -0.631
H 0.135 1.879 -1.710
H 0.299 1.041 -0.172
H -0.625 -0.986 -2.086
H 0.402 -1.098 -0.702
H 1.776 -1.187 -2.647
H 2.106 0.183 -1.901
H -2.253 1.056 -1.468
H -1.737 1.961 -0.161
H -2.285 -0.073 0.781
H -3.377 -0.437 1.819
O -2.400 -0.500 1.707
H 1.518 0.100 1.449
H 2.690 -0.768 0.634
O 2.153 0.064 0.607
H -0.033 -0.978 2.864
H 1.179 -1.075 3.713
O 0.851 -0.534 3.041
*
```

And the Löwdin charges, in e, turn out to be: -0.26 -0.31 -0.03 -0.02 0.16 0.03 0.10 0.11 0.09 0.05 0.06 0.09 0.01 0.04 -0.14 0.07 0.06 -0.15 0.08 0.02 -0.04

(iii)
A molecular structure, C2H14N2O3, computed with wB97M-V/def2-TZVPD.

```
! wB97M-V def2-TZVPD RIJCOSX def2/J DEFGRID3
* xyz 0 1
C -1.261 -0.465 0.144
N -0.642 -1.144 -1.088
C 0.819 -0.802 -1.130
N 1.742 -1.415 -0.094
H -1.399 0.587 -0.129
H -2.151 -0.900 0.559
H -0.629 -0.733 0.985
H -1.103 -0.505 -1.831
H 0.848 0.354 -0.970
H 1.289 -0.998 -2.095
H 1.678 -0.842 0.748
H -1.082 4.433 -0.115
H 1.001 0.830 1.805
H -1.396 3.844 0.300
O 1.071 1.570 1.114
H 0.491 -0.375 3.342
H 1.440 -2.375 0.295
O 0.740 -0.292 2.393
H 1.797 2.179 1.309
H -2.764 0.687 -2.560
O -2.195 1.139 -1.939
*
```

And the Löwdin charges, in e, turn out to be: -0.07 0.07 -0.23 0.07 0.07 0.08 0.04 0.10 0.16 0.12 0.01 0.01 -0.12 0.01 -0.08 0.03 0.12 -0.23 0.05 -0.03 -0.18

Q: Which of them is the most stable? A: (ii).

(i)
A molecular structure, C22H34N2O3, computed with wB97M-V/def2-TZVPD.

```
! wB97M-V def2-TZVPD RIJCOSX def2/J DEFGRID3
* xyz 0 1
C 2.499 3.398 -0.978
C 1.040 3.372 -1.556
O 0.373 2.109 -1.296
C -0.747 1.975 -1.904
C -1.104 0.731 -1.589
C -1.938 0.221 -0.694
C -2.186 -1.174 -0.392
C -1.864 -1.994 -1.204
C -0.952 -1.729 -2.255
C -0.577 -0.482 -2.416
O 0.168 -0.200 -3.640
C 0.685 -1.022 -4.517
H 1.377 -0.390 -4.995
H 1.326 -1.895 -3.902
H -0.131 -1.497 -4.869
H -0.393 -2.715 -2.790
H -1.945 -3.123 -0.830
C -3.312 -1.476 0.673
N -3.138 -1.388 2.054
C -1.708 -2.179 2.338
C -0.514 -1.061 2.321
C -0.662 -0.126 3.169
C -2.023 0.691 2.763
C -3.095 -0.332 2.737
H -4.279 0.496 2.293
H -3.455 -0.492 3.887
H -2.075 1.684 3.631
H -1.940 1.154 1.767
C 0.608 0.869 3.436
H 1.305 0.344 4.068
C 1.007 1.421 2.092
C 2.122 0.552 1.626
O 2.875 -0.201 2.386
N 2.243 0.343 0.365
C 3.170 -0.541 -0.329
C 2.478 -1.838 -1.276
C 3.132 -0.353 -1.828
H 4.311 -0.827 -2.264
H 2.548 0.144 -2.390
H 3.214 -2.746 -1.338
H 1.633 -1.990 -1.142
H 4.121 -0.929 0.134
H 1.606 0.795 -0.327
H 0.498 1.662 1.443
H 1.644 2.412 2.222
H 0.138 1.802 4.233
H -0.911 -0.393 4.438
H 0.411 -1.729 2.871
H -0.457 -0.744 1.303
H -1.558 -2.941 1.554
H -1.932 -2.450 3.380
H -3.821 -2.433 0.466
H -4.463 -0.742 0.666
H -2.456 0.960 -0.051
H -0.622 2.026 -2.904
H -1.457 2.422 -1.550
H 0.501 4.304 -1.314
H 1.284 3.455 -2.838
H 2.879 4.376 -1.300
H 2.447 3.109 0.201
H 3.106 2.774 -1.294
*
```

And the Löwdin charges, in e, turn out to be: -0.05 -0.17 -0.10 -0.32 -0.11 0.04 -0.27 -0.13 -0.03 -0.09 -0.14 -0.16 0.09 0.14 0.05 0.19 0.17 -0.16 -0.20 0.02 -0.24 -0.43 -0.16 -0.41 0.19 0.15 0.19 0.07 -0.11 0.09 -0.10 -0.48 -0.04 0.10 -0.20 0.02 -0.05 0.19 -0.02 0.11 -0.11 0.15 0.13 -0.04 0.18 0.17 0.21 0.21 0.11 0.11 0.11 0.11 0.19 0.13 0.13 0.08 0.12 0.19 0.09 0.12 -0.05

(ii)
A single C22H34N2O3 molecule, computed with wB97M-V/def2-TZVPD.

As for the SMILES: COc1cccc2c1OCC(CN1CCN(CCC(C)C)[C@H](CCO)C1)=C2.

```
! wB97M-V def2-TZVPD RIJCOSX def2/J DEFGRID3
* xyz 0 1
C 6.105 2.249 -1.725
H 6.736 2.894 -2.336
O 6.876 1.092 -1.496
C 6.384 0.053 -0.762
C 7.223 -1.063 -0.729
C 6.891 -2.199 -0.021
C 5.707 -2.241 0.690
C 4.852 -1.147 0.678
C 5.175 0.003 -0.060
O 4.336 1.095 -0.034
C 2.962 0.827 0.172
C 2.711 -0.181 1.260
C 3.626 -1.129 1.457
H 3.498 -1.894 2.209
C 1.428 -0.054 2.021
N 0.293 -0.035 1.111
C 0.090 -1.325 0.480
C -1.034 -1.237 -0.547
N -2.248 -0.752 0.080
C -3.399 -0.850 -0.800
H -3.414 -1.880 -1.171
C -4.712 -0.583 -0.066
H -4.852 0.490 0.080
H -4.644 -1.054 0.917
C -5.937 -1.141 -0.800
C -6.159 -0.440 -2.138
H -7.060 -0.818 -2.617
H -6.274 0.631 -1.989
H -5.323 -0.608 -2.811
C -7.178 -0.992 0.079
H -8.051 -1.409 -0.419
H -7.371 0.058 0.287
H -7.044 -1.511 1.025
H -5.772 -2.208 -0.988
H -3.312 -0.188 -1.679
C -2.041 0.537 0.726
C -0.938 0.356 1.772
H -1.263 -0.407 2.500
H -0.781 1.299 2.298
C -1.697 1.697 -0.231
H -0.671 1.571 -0.584
H -2.368 1.659 -1.091
C -1.838 3.079 0.407
O -0.830 3.385 1.341
H 0.024 3.240 0.918
H -1.847 3.840 -0.388
H -2.779 3.154 0.960
H -2.966 0.786 1.256
H -0.714 -0.601 -1.390
H -1.229 -2.238 -0.941
H -0.173 -2.092 1.231
H 1.016 -1.630 -0.014
H 1.429 0.898 2.563
H 1.353 -0.870 2.761
H 2.516 1.791 0.427
H 2.506 0.476 -0.771
H 5.435 -3.116 1.261
H 7.559 -3.047 -0.019
H 8.145 -1.002 -1.286
H 5.186 2.020 -2.270
H 5.853 2.759 -0.793
*
```

And the Löwdin charges, in e, turn out to be: -0.08 0.09 -0.07 -0.19 -0.01 -0.09 -0.05 -0.15 -0.13 -0.05 -0.12 -0.19 0.02 0.12 -0.15 -0.16 -0.16 -0.17 -0.14 -0.20 0.13 -0.18 0.11 0.12 -0.44 -0.08 0.08 0.08 0.07 -0.09 0.07 0.08 0.07 0.13 0.11 -0.29 -0.14 0.13 0.11 -0.13 0.11 0.11 -0.26 -0.07 0.08 0.12 0.12 0.14 0.12 0.12 0.13 0.12 0.13 0.13 0.13 0.14 0.11 0.10 0.12 0.10 0.09

Q: Which of them is the most stable? A: (ii).

(i)
2 unconnected molecules or ions with the total composition CH5NS, computed with wB97M-V/def2-TZVPD.

As for the SMILES: C=N.S.

```
! wB97M-V def2-TZVPD RIJCOSX def2/J DEFGRID3
* xyz 0 1
S 2.636 -0.291 -0.451
H 2.032 -0.339 -1.648
C -1.113 0.023 0.773
N -1.369 0.701 -0.260
H -1.286 -1.046 0.905
H -0.682 0.554 1.624
H 1.543 0.297 0.044
H -1.760 0.101 -0.986
*
```

And the Löwdin charges, in e, turn out to be: 0.47 -0.22 -0.17 0.02 0.07 0.06 -0.27 0.04

(ii)
2 unconnected molecules or ions with the total composition CH5NS, computed with wB97M-V/def2-TZVPD.

```
! wB97M-V def2-TZVPD RIJCOSX def2/J DEFGRID3
* xyz 0 1
C -0.684 -0.374 -0.535
N -0.322 0.965 -0.400
S 1.727 0.896 1.691
H 0.102 -1.146 -0.548
H -1.323 -0.809 0.175
H -1.028 -0.485 -1.496
H 0.518 1.185 -0.771
H 1.011 -0.234 1.883
*
```

And the Löwdin charges, in e, turn out to be: -0.24 0.10 0.30 0.09 0.07 0.07 -0.06 -0.32

(iii)
A single CH5NS molecule, computed with wB97M-V/def2-TZVPD.

As for the SMILES: CSN.

```
! wB97M-V def2-TZVPD RIJCOSX def2/J DEFGRID3
* xyz 0 1
C -1.346 -0.238 0.012
N 1.623 0.558 -0.013
S 0.383 -0.825 0.330
H -1.139 0.419 -0.768
H -1.828 0.295 0.842
H -1.933 -1.044 -0.270
H 2.268 0.579 0.734
H 1.971 0.255 -0.867
*
```

And the Löwdin charges, in e, turn out to be: -0.40 -0.26 0.70 -0.01 0.04 0.00 -0.02 -0.05

Q: Which of them is the most stable? A: (i).